[1]
Here is a cluster of 3 separate species, C26H56B2BrFN7O11 in total from the OMol25 dataset. Energies are from wB97M-V/def2-TZVPD.

Summary:
* orbital gap: 8.3320 eV
* strongest force on any atom: 0.0862 hartree/bohr
* molar mass: 763.3 g/mol
* HOMO energy: -10.8 eV
* LUMO: -2.5 eV
* DFT total energy: -4958.67242 hartree
* total charge: +1

```
104
Properties=species:S:1:pos:R:3:mulliken_charge:R:1
C 0.7204 4.0204 2.0575 -0.8751
C -0.5769 4.2513 2.8568 -0.2662
O -1.7384 4.2923 2.0406 -0.4776
C -2.4182 3.0514 1.9619 -0.8906
C -1.7992 2.1945 0.8577 -0.2860
O -1.0092 1.0811 1.4080 -0.2867
N -1.4188 -0.1051 0.8550 0.6927
C -2.5666 -0.7508 1.4864 -1.3752
C -2.2045 -1.9342 2.4625 0.8248
N -2.8144 -3.1441 1.8975 -0.6821
N -2.8766 -1.7043 3.7410 -0.6602
N -0.7699 -2.0857 2.6145 -0.5315
C -0.7925 -0.5761 -0.1797 -0.4524
N -1.2526 -1.7468 -0.6910 0.7161
C -0.9921 -1.8442 -2.1477 -2.0483
B -1.6140 -3.1471 -2.8509 1.4184
O -1.1865 -4.4367 -2.5942 -0.6270
O -2.6301 -2.9615 -3.7487 -0.6097
C -3.9110 -2.8532 -3.1105 -0.1735
C -4.3288 -1.4126 -2.8686 -0.7486
C 0.5190 -1.7020 -2.3142 0.1522
Br 0.8305 -1.9099 -4.2483 0.0144
C 1.3435 -2.7113 -1.4972 -0.5667
F 1.5821 -2.2239 -0.2111 -0.5407
C 2.6193 -3.2406 -2.1581 -0.7896
C 3.5772 -3.6874 -1.0360 -1.4418
C 0.8643 -0.2088 -1.9467 -0.0039
N 2.2942 -0.1656 -1.9081 0.0251
C 2.9198 0.9138 -1.6170 0.9000
C 3.2300 2.0031 -2.5969 -1.1880
C 3.5031 1.1613 -0.2424 -1.3542
O 0.3943 0.6077 -3.0166 -0.3576
B -0.4483 1.6572 -2.6743 1.1968
O -0.0310 2.8149 -2.0433 -0.6774
O -1.7819 1.5745 -2.9475 -0.5417
N 0.2659 0.1883 -0.6659 0.5506
H 0.5635 4.2840 1.0152 0.1602
H 1.5256 4.6090 2.4777 0.5124
H 0.9668 2.9583 2.0957 0.1349
H -0.6532 3.5171 3.6603 0.1945
H -0.5069 5.2223 3.3403 0.4182
H -2.4019 2.5227 2.9155 0.4065
H -3.4287 3.3138 1.6641 0.3370
H -1.1215 2.7856 0.2581 0.4709
H -2.5384 1.8095 0.1598 0.5139
H -3.2362 -1.0996 0.7102 0.2354
H -3.0973 0.0301 2.0185 0.4971
H -3.2713 -3.6211 2.6689 0.2909
H -2.0896 -3.7750 1.5689 0.2504
H -3.7869 -1.2744 3.6130 0.1753
H -2.3153 -1.1242 4.3511 0.2859
H -0.4376 -1.5011 3.3745 0.2640
H -0.6119 -3.0463 2.8997 0.2555
H -0.9456 -2.5521 -0.1553 0.1691
H -1.4796 -0.9879 -2.6080 0.0370
H -1.5843 -4.7957 -1.7867 0.3335
H -4.6390 -3.3571 -3.7352 0.4200
H -3.8801 -3.3521 -2.1346 0.1537
H -3.7903 -1.0157 -2.0072 -0.1091
H -5.3814 -1.3374 -2.6075 0.4490
H -4.1528 -0.7782 -3.7322 0.2760
H 0.7200 -3.5962 -1.3530 1.0402
H 2.3966 -4.1119 -2.7604 0.4363
H 3.1392 -2.4581 -2.6954 0.4259
H 3.0944 -4.3231 -0.2984 0.3431
H 3.9716 -2.8039 -0.5445 0.2821
H 4.4369 -4.2134 -1.4415 0.4490
H 2.6156 1.8717 -3.4804 0.3199
H 3.0135 2.9748 -2.1592 0.3882
H 4.2794 1.9050 -2.8839 0.2519
H 4.5856 1.0709 -0.3247 0.3666
H 3.1532 0.3717 0.4199 0.4320
H 3.2153 2.1398 0.1339 0.3407
H 0.6248 2.6198 -1.3622 0.0881
H -2.1349 2.4774 -2.9658 0.2989
H 0.9560 0.1942 0.0832 0.3525
O 7.2584 2.1645 -2.6317 -0.5572
C 7.6124 1.4651 -3.5428 0.9076
O 6.6955 0.7285 -4.1981 -0.3510
C 6.9723 -0.0034 -5.3987 -0.4342
C 7.5727 -1.3616 -5.1020 -0.9315
C 9.0701 1.3360 -3.9106 -1.1862
H 7.5900 0.5870 -6.0762 0.3532
H 6.0080 -0.1312 -5.8876 0.3404
H 8.5327 -1.2760 -4.5930 0.2785
H 7.7219 -1.9225 -6.0245 0.3699
H 6.9118 -1.9309 -4.4479 0.2580
H 9.5406 0.6215 -3.2365 0.2783
H 9.5407 2.3076 -3.7822 0.3249
H 9.2453 1.0297 -4.9387 0.3502
O -6.4495 0.4845 3.9094 -0.5791
C -6.0766 0.9882 4.9355 0.8370
O -5.6483 0.2005 5.9370 -0.3754
C -5.0191 0.6895 7.1286 -0.3627
C -6.0355 1.1253 8.1625 -1.0337
C -6.1495 2.4817 5.1503 -1.0556
H -4.3017 1.4774 6.8911 0.3359
H -4.4445 -0.1502 7.5162 0.3404
H -6.6466 1.9534 7.8037 0.2786
H -5.5368 1.4386 9.0795 0.3604
H -6.7123 0.3033 8.3939 0.3186
H -7.1634 2.7459 5.4468 0.2892
H -5.9154 2.9741 4.2092 0.2959
H -5.4481 2.8605 5.8898 0.3631
```

=====

[2]
Here is the ion C5H8NO2 with charge -1 from the OMol25 dataset. Energies are from wB97M-V/def2-TZVPD.

Summary:
* orbital gap: 7.4077 eV
* strongest force on any atom: 0.0158 hartree/bohr
* molar mass: 114.1 g/mol
* HOMO energy: -3.9 eV
* energy above the lowest of the compared OMol25 structures with the same formula, charge and spin: 0.341 eV
* LUMO: 3.5 eV
* DFT total energy: -400.60217 hartree
* total charge: -1

```
16
Properties=species:S:1:pos:R:3:nbo_charge:R:1
C -0.8110 -0.2203 -0.0606 -0.1969
C 0.5889 -0.7513 -0.4131 -0.4569
C 1.6676 -0.3158 0.5391 -0.1413
C 2.1633 -1.0969 1.4867 -0.4364
N -1.0405 1.1006 -0.5591 -0.7186
C -2.3318 1.5644 -0.9771 0.8687
O -3.2167 0.6780 -1.0518 -0.8144
O -2.3713 2.7718 -1.2996 -0.8087
H -1.5647 -0.8627 -0.5048 0.2290
H -0.9177 -0.2688 1.0334 0.1471
H 0.8101 -0.3807 -1.4198 0.2119
H 0.5297 -1.8350 -0.4591 0.1949
H 2.0160 0.7016 0.4011 0.1896
H 2.9320 -0.7324 2.1633 0.1823
H 1.8289 -2.1107 1.6710 0.1845
H -0.2826 1.7584 -0.5498 0.3654
```

=====

[3]
Here is a cluster of 3 separate species, C3H13NO3 in total from the OMol25 dataset. Energies are from wB97M-V/def2-TZVPD.

Summary:
* orbital gap: 9.3914 eV
* strongest force on any atom: 0.1222 hartree/bohr
* molar mass: 111.1 g/mol
* HOMO energy: -8.9 eV
* energy above the lowest of the compared OMol25 structures with the same formula, charge and spin: 2.389 eV
* LUMO: 0.5 eV
* DFT total energy: -402.49264 hartree

```
20
Properties=species:S:1:pos:R:3:nbo_charge:R:1
C 0.8800 1.3803 -0.3736 -0.2071
C 0.0931 0.5123 -1.4862 -0.4400
C -1.3672 0.4644 -1.1536 -0.0673
O -2.1492 -0.2211 -2.1660 -0.7370
N 0.4764 0.7088 0.8244 -0.8955
H 0.4049 2.3796 -0.4130 0.1899
H 1.9559 1.4036 -0.6281 0.1895
H 0.5576 -0.4167 -1.5227 0.2026
H 0.4018 0.8425 -2.4378 0.1954
H -1.8952 1.4642 -0.9419 0.1562
H -1.5609 -0.0943 -0.2009 0.2012
H -2.0222 0.2013 -3.0460 0.4611
H 0.2957 1.3517 1.6869 0.3612
H 1.0774 -0.1226 1.3223 0.3877
H 4.4066 -0.3385 2.0405 0.4771
H 3.3427 0.6515 2.6813 0.4741
O 3.7188 0.3407 1.8337 -0.9495
H -2.9748 -3.0315 0.6574 0.4685
H -2.5648 -3.5725 2.0150 0.4575
O -3.0767 -3.9038 1.3083 -0.9257
```

=====

[4]
Here is a structure of composition C28H43BrN2P2PbS from the OMol25 dataset. Energies are from wB97M-V/def2-TZVPD.

Summary:
* orbital gap: 4.5975 eV
* strongest force on any atom: 0.0446 hartree/bohr
* molar mass: 788.8 g/mol
* HOMO energy: -19.0 eV
* LUMO: -14.4 eV
* DFT total energy: -5048.43269 hartree
* total charge: +4

```
78
Properties=species:S:1:pos:R:3:mulliken_charge:R:1
N -4.8650 -0.6760 2.8469 -0.4057
C -3.8927 0.0341 3.4277 -0.5531
C -2.9111 0.6880 2.6869 -0.5006
C -2.9862 0.6441 1.2759 0.7402
C -3.9738 -0.1736 0.6754 -0.4250
C -4.9193 -0.7724 1.5177 -0.8035
C -2.0997 1.4359 0.4324 -0.0155
Pb 0.1722 -0.1450 -0.1226 1.0191
P 2.1379 0.7740 -1.5047 0.1611
C -2.0407 1.2886 -0.9532 -0.6746
C -1.4060 2.2605 -1.8394 0.8317
C -1.6105 2.1352 -3.2301 -0.7427
C -1.1680 3.1181 -4.0949 -0.7441
C -0.4205 4.1824 -3.5827 -0.3367
C -0.1467 4.2961 -2.2180 -0.7098
C -0.6009 3.3129 -1.3431 -0.2908
Br 0.2440 5.5166 -4.7821 0.0410
H -1.4507 2.1473 0.9668 0.4580
H -2.4343 0.3920 -1.4605 0.6109
H -2.1164 1.2293 3.2075 0.6630
H -4.0736 -0.2773 -0.4027 0.7066
H -3.8979 0.0996 4.5145 0.4191
H -5.7444 -1.3340 1.0798 0.4559
H -2.1876 1.2874 -3.6077 0.5373
H -0.3812 3.4063 -0.2788 0.5843
H -1.4036 3.0788 -5.1552 0.5464
H 0.3926 5.1689 -1.8453 0.5780
P -0.5594 -2.6285 -0.5830 0.5701
C 2.7085 2.2619 -0.6695 -0.3655
C 3.4789 3.1867 -1.6071 -1.4068
H 3.3378 1.9572 0.1911 0.4529
H 1.8272 2.7917 -0.2558 0.4641
H 3.8066 4.0521 -1.0109 0.4694
H 4.3748 2.6796 -2.0062 0.3389
H 2.8476 3.5557 -2.4358 0.3160
C 1.5999 1.1137 -3.1948 0.7920
C 2.7360 0.9810 -4.2029 -1.3789
H 1.1350 2.1174 -3.2147 -0.5466
H 0.7852 0.4075 -3.4512 0.1466
H 2.3305 1.2160 -5.1988 0.4550
H 3.5489 1.6915 -3.9776 0.3309
H 3.1332 -0.0492 -4.2212 0.3775
C 3.3228 -0.5872 -1.4413 0.0076
C 4.7551 -0.0905 -1.6029 -1.4233
H 3.0509 -1.3174 -2.2319 0.4274
H 3.2003 -1.1103 -0.4720 0.1038
H 5.4156 -0.9695 -1.5715 0.4648
H 4.8953 0.4157 -2.5733 0.3371
H 5.0409 0.5936 -0.7840 0.3546
C 0.4961 -3.8303 0.2297 -0.6063
C 2.0047 -3.6438 0.0450 -1.0786
H 0.1509 -4.7838 -0.2150 0.5398
H 0.2371 -3.8059 1.3060 0.4223
H 2.5032 -4.4953 0.5289 0.4638
H 2.2998 -3.6409 -1.0166 0.3227
H 2.3992 -2.7311 0.5258 0.1997
C -0.3017 -2.7765 -2.3791 -0.7029
C -1.1663 -1.8471 -3.2370 -0.9065
H -0.5336 -3.8409 -2.5583 0.6379
H 0.7749 -2.6052 -2.5733 0.2905
H -0.9453 -2.0655 -4.2893 0.4543
H -2.2402 -2.0190 -3.0712 0.3635
H -0.9594 -0.7729 -3.0855 -0.0838
C -2.2531 -3.0890 -0.2218 -0.4874
C -2.5389 -3.2154 1.2804 -1.3521
H -2.3672 -4.0605 -0.7382 0.5950
H -2.9293 -2.3470 -0.6887 0.3323
H -3.6017 -3.4624 1.4047 0.4292
H -1.9363 -4.0073 1.7487 0.4187
H -2.3576 -2.2764 1.8302 0.2071
S 0.7810 -0.3758 4.6782 0.0635
C 2.1781 0.4182 3.9362 -0.4554
C 1.9844 0.5486 2.5907 -0.6102
N 0.7689 0.0406 2.1393 0.2095
C 0.0500 -0.5037 3.1343 -0.2227
H 3.0486 0.7413 4.4777 0.4865
H 2.6539 0.9712 1.8563 0.2841
H -0.9069 -0.9923 2.9708 0.3478
```

=====

> Which formula does entry 2 have?

C5H8NO2